# CHF4NOS

A 2-piece molecular cluster, CHF4NOS overall (ωB97M-V/def2-TZVPD, the Open Molecules 2025 dataset).

Summary:
E_LUMO (alpha / beta)   -1.182 / -2.882 eV

```
9
Properties=species:S:1:pos:R:3:forces:R:3
C 1.38336 0.57829 -0.08339 0.165 0.505 -0.202
N -1.35980 -0.43780 -0.52376 1.227 -0.308 -1.154
O -2.99699 0.37490 0.49517 0.010 -1.747 0.238
F 2.51516 -0.10577 -0.02150 -0.082 0.449 0.323
F 1.46584 1.45044 -1.07163 -0.011 0.381 -0.490
F 1.15673 1.27401 1.03302 -0.188 -1.279 -0.585
F 0.80310 -1.76046 0.48435 -1.016 0.537 -1.313
S 0.09319 -0.73814 -0.77035 0.228 -0.434 2.902
H -3.06060 -0.63547 0.45810 -0.332 1.897 0.281
```
Positions in Å, forces in eV/Å.


# C22H23N2

A 2-piece molecular cluster, C22H23N2 overall (ωB97M-V/def2-TZVPD, the Open Molecules 2025 dataset).

Summary:
E_LUMO   -2.880 eV
Charge   +1

```
47
Properties=species:S:1:pos:R:3:forces:R:3
C 1.73764 1.39162 1.58278 -0.284 0.518 0.208
N 1.47284 -0.00406 1.22092 -0.954 -0.591 -0.808
C 0.90936 -0.44096 0.06562 -0.160 -0.734 1.294
H -1.50335 0.17998 0.73874 0.874 -0.374 0.021
C 0.98170 0.29994 -1.18754 0.116 0.411 -0.750
C 2.25557 0.07797 -1.73353 0.157 0.091 -0.252
C 2.62680 0.65806 -2.93390 -0.367 0.193 -0.056
C 1.69902 1.47304 -3.59368 -0.085 -0.011 0.074
C 0.42443 1.69719 -3.05230 -0.133 -0.079 0.221
C 0.03742 1.11278 -1.83188 0.604 -0.351 0.141
N 0.69892 -1.78080 0.12552 -0.124 1.304 0.365
C 0.00137 -2.59586 -0.87403 -0.574 -0.133 -0.199
C 1.22868 -2.25515 1.34214 1.145 0.852 -0.606
C 1.72084 -1.12405 2.03894 0.681 -0.408 -1.299
C 2.81720 -1.21855 2.89089 0.096 -0.778 0.633
C 3.37266 -2.49435 3.08531 -0.379 0.596 0.052
C 2.88221 -3.62006 2.39078 -0.650 0.030 -0.313
C 1.81899 -3.50588 1.47950 0.312 -0.445 0.884
H 2.35757 1.39599 2.47948 -0.203 -0.057 -0.052
H 2.30038 1.96241 0.82591 -0.423 -0.550 -0.013
H 0.77516 1.90229 1.81177 0.721 -0.310 -0.220
H 2.96263 -0.56137 -1.20154 -0.160 0.150 -0.128
H 3.62320 0.46721 -3.33178 -0.318 0.147 -0.014
H 1.98061 1.93627 -4.54311 -0.200 -0.125 0.346
H -0.28740 2.33662 -3.58244 0.301 -0.248 0.190
H -0.94284 1.25305 -1.36257 0.312 0.133 -0.436
H 0.16406 -3.64513 -0.62685 -0.104 0.173 0.083
H -1.09059 -2.38323 -0.82574 0.798 -0.143 -0.121
H 0.36891 -2.46901 -1.90572 -0.015 0.392 0.573
H 3.25210 -0.30465 3.30372 -0.006 -0.542 0.024
H 4.23843 -2.60444 3.74239 -0.307 0.033 -0.259
H 3.37437 -4.58688 2.51800 -0.161 0.364 -0.049
H 1.49940 -4.32208 0.82435 0.299 0.165 0.463
C -2.50810 0.52447 0.90808 0.050 -0.624 0.919
C -3.35712 -0.09570 -0.13862 -1.346 0.592 -1.004
C -4.23206 0.52462 -0.96263 0.490 -2.505 -0.087
C -4.61592 1.87874 -1.12450 0.263 2.761 -0.054
C -4.13967 2.96099 -0.44121 -1.311 -0.845 -2.305
C -3.15356 2.96484 0.57643 1.759 0.428 1.751
C -2.43538 1.98354 1.16944 -0.989 1.383 -0.487
H -2.79217 0.05804 1.84970 0.093 -0.276 0.380
H -3.33418 -1.20178 -0.18016 0.154 0.736 -0.053
H -4.73656 -0.13044 -1.68385 0.115 0.019 0.408
H -5.27936 2.08559 -1.98068 0.198 -0.132 0.661
H -4.46042 3.95303 -0.79969 0.009 -0.592 0.364
H -2.92459 3.98464 0.91067 -0.030 -0.412 0.167
H -1.78919 2.28150 2.01687 -0.265 -0.205 -0.654
```
Positions in Å, forces in eV/Å.


So what do the calculations give for E? Going down the list: -26289.8171, -26159.3822 eV.
So what do the calculations give for relative energy (zero: lowest compared OMol25 entry of this formula, charge and spin)? Going down the list: 525.8, 125.4 kJ/mol.